Here is a molecular structure, C34H32N19O4RbSeTe from the OMol25 dataset. Energies are from ωB97M-V with the def2-TZVPD basis set.

The geometry in XYZ format:
```
92
Properties=species:S:1:pos:R:3:forces:R:3
Rb -1.3484 -0.7859 0.3158 0.550 0.232 0.471
N -0.7033 -0.6810 4.9336 0.086 0.187 -0.165
C -1.8429 0.0899 4.7748 0.013 -0.227 0.038
N -2.0941 1.1413 5.5546 -0.108 0.077 -0.002
N -3.2736 1.6095 5.1077 0.095 -0.061 0.040
N -3.6751 0.8782 4.1166 0.146 0.240 0.213
N -2.7934 -0.1135 3.8744 -0.023 0.063 -0.140
C -0.3411 -1.7606 4.1263 0.002 0.185 0.088
N 0.2203 -2.8315 4.6654 0.065 -0.188 -0.093
N 0.5535 -3.5884 3.6016 -0.006 0.084 0.118
N 0.1961 -2.9917 2.5113 -0.088 0.100 0.169
N -0.3820 -1.7998 2.7949 0.222 -0.170 0.469
H -0.3771 -0.7592 5.8810 -0.020 -0.027 0.011
O 1.5123 -2.3215 -2.8818 0.247 0.447 -0.156
C 0.9163 -2.4486 -3.9259 -0.348 0.022 0.070
C -0.5306 -2.3543 -4.1326 0.076 -0.058 -0.067
C -0.9379 -2.4032 -5.4575 0.052 0.034 -0.021
C -2.2667 -2.3053 -5.8173 -0.070 -0.006 -0.202
C -3.2550 -2.1631 -4.8211 -0.032 -0.042 0.029
C -2.8948 -2.1234 -3.5129 0.030 -0.003 0.038
C -1.5155 -2.2267 -3.0619 -0.159 -0.051 -0.194
O -1.2541 -2.2160 -1.8426 0.108 0.063 -0.707
N -2.6402 -2.3468 -7.2029 0.055 0.002 0.226
O -1.7632 -2.4747 -8.0517 0.027 -0.002 -0.041
O -3.8294 -2.2510 -7.4909 -0.039 -0.001 -0.024
H 1.4814 -2.6712 -4.8585 -0.022 0.054 -0.020
H -0.1942 -2.5076 -6.2388 -0.003 -0.025 0.013
H -4.2924 -2.1044 -5.1199 0.005 0.049 0.007
H -3.6413 -2.0145 -2.7356 0.007 -0.005 0.005
N 4.0901 4.0309 -4.9096 0.012 0.012 -0.029
C 3.5610 3.3265 -4.1726 -0.118 -0.177 0.179
C 2.9003 2.4477 -3.2297 0.149 0.222 -0.207
C 3.5777 2.0052 -2.1018 0.016 -0.063 0.079
C 2.8942 1.1844 -1.2176 0.014 0.064 -0.032
N 1.6266 0.8254 -1.3878 -0.092 -0.116 0.067
C 0.9926 1.2476 -2.4762 0.011 -0.044 -0.049
C 1.5857 2.0563 -3.4353 -0.103 -0.017 0.030
H 4.6015 2.2969 -1.9156 0.007 -0.020 -0.008
H 3.3852 0.8087 -0.3259 -0.005 -0.005 -0.002
H -0.0385 0.9296 -2.5889 0.018 -0.029 -0.019
H 1.0347 2.3803 -4.3066 0.002 -0.006 -0.002
C 2.0560 -5.1118 0.7890 0.023 0.129 0.388
Te 0.9163 -3.8278 -0.4946 0.112 -0.803 -0.241
C 2.3709 -2.4032 0.1220 0.012 0.138 -0.020
C 3.6113 -3.1934 0.4350 -0.088 -0.043 -0.015
C 4.8845 -2.6396 0.3931 0.012 0.005 0.009
C 6.0046 -3.4031 0.6983 -0.018 -0.020 0.004
C 5.8480 -4.7325 1.0625 0.000 0.018 -0.017
C 4.5766 -5.2917 1.1037 -0.013 -0.009 0.031
C 3.4515 -4.5400 0.7853 0.003 -0.021 -0.024
H 2.0479 -6.1436 0.4402 -0.015 0.015 -0.060
H 1.6307 -5.0679 1.7955 0.019 0.029 -0.004
H 1.9920 -1.9185 1.0259 -0.030 -0.026 -0.006
H 2.5139 -1.6634 -0.6625 0.050 -0.059 -0.036
H 5.0017 -1.5993 0.1076 -0.005 -0.005 0.001
H 6.9938 -2.9635 0.6446 -0.004 0.006 0.017
H 6.7143 -5.3358 1.3086 -0.003 -0.004 -0.011
H 4.4530 -6.3315 1.3873 0.005 0.001 -0.015
C -0.9699 2.8437 2.7132 0.031 -0.017 0.040
N -0.2563 3.9550 3.3598 0.038 0.009 -0.037
C 0.0502 4.9602 2.3489 -0.003 -0.056 0.020
N 0.8622 4.4266 1.2480 0.042 0.037 -0.042
C 0.1230 3.3024 0.6540 0.065 0.012 0.088
N -0.1726 2.2531 1.6267 -0.191 -0.069 -0.179
C 1.0905 1.7671 2.1867 -0.038 0.004 0.122
N 1.8525 2.8499 2.8280 0.023 0.044 -0.009
C 1.0072 3.4296 3.8826 -0.033 -0.031 0.002
C 2.0996 3.8871 1.8269 -0.092 -0.039 0.026
H -1.9139 3.2103 2.3058 -0.004 0.006 0.000
H -1.1871 2.0845 3.4623 -0.011 -0.003 -0.019
H 0.5959 5.7840 2.8183 -0.003 0.009 -0.004
H -0.8861 5.3460 1.9380 0.003 0.008 -0.002
H 0.7259 2.8818 -0.1517 -0.017 0.007 -0.020
H -0.8152 3.6798 0.2396 -0.005 -0.012 -0.009
H 1.6889 1.3351 1.3815 0.004 -0.021 0.015
H 0.8770 0.9919 2.9256 -0.010 -0.024 -0.028
H 1.5565 4.2451 4.3617 0.010 -0.003 0.013
H 0.7859 2.6616 4.6254 -0.015 -0.007 -0.007
H 2.7076 3.4650 1.0216 0.003 0.008 -0.005
H 2.6518 4.7070 2.2945 0.016 0.003 -0.007
Se -4.9821 -0.4518 2.2250 -0.160 -0.073 -0.054
N -6.3219 0.5461 1.7157 -0.005 -0.004 -0.173
C -5.9492 1.1054 0.5536 -0.123 0.020 -0.044
C -6.7111 2.0092 -0.2195 -0.018 0.006 0.055
C -6.1889 2.4253 -1.4087 0.028 0.014 -0.048
C -4.9022 1.9766 -1.8116 0.000 0.015 0.026
N -4.1494 1.1607 -1.1230 -0.008 -0.048 0.062
C -4.6726 0.7083 0.0486 0.083 -0.010 -0.016
N -4.0022 -0.1643 0.8122 -0.441 0.081 0.071
H -7.6757 2.3483 0.1364 -0.016 -0.053 -0.005
H -6.7432 3.0937 -2.0546 0.047 0.037 0.002
H -4.4865 2.3279 -2.7517 -0.040 0.005 -0.013
```
Positions in Å, forces in eV/Å.

E_HOMO (Eh): -0.082
Largest force on an atom (eV/A): 0.85
Electronic energy (Eh): -5349.6499
Total charge: -2
Relative energy (zero: lowest compared OMol25 entry of this formula, charge and spin) (kcal per mole): 19.09
Multiplicity: 1

These are the Löwdin partial charges, in e, on atoms 1 to 6: Rb 0.681; N 0.105; C -0.532; N -0.005; N -0.115; N -0.224